{
  "formula": "C2H8N2O2",
  "method": "wB97M-V/def2-TZVPD",
  "symbols": ["O", "C", "O", "H", "H", "N", "C", "N", "H", "H", "H", "H", "H", "H"],
  "coordinates": [[1.7240, 1.8001, -1.1506], [2.0636, 2.4482, -0.2079], [1.3332, 3.5172, 0.2003], [3.0037, 2.2652, 0.3314], [1.4165, 3.5851, 1.1476], [-1.8596, -2.3835, -0.4766], [-1.4362, -1.2687, 0.3431], [-0.0749, -0.7814, 0.1421], [-2.1017, -2.1478, -1.4248], [-1.1663, -3.1010, -0.4061], [-2.1286, -0.4386, 0.1950], [-1.5519, -1.4837, 1.4041], [0.5742, -1.3155, 0.7171], [0.2040, -0.6957, -0.8147]],
  "e_lumo_ev": 0.7,
  "smiles": "O=CO.NCN",
  "molar_mass_g_mol": 92.098,
  "charge": 0,
  "homo_energy_ha": -0.318,
  "largest_force_ev_per_a": 1.44
}

***

{
  "formula": "C2H8N2O2",
  "method": "wB97M-V/def2-TZVPD",
  "symbols": ["C", "O", "C", "N", "O", "N", "H", "H", "H", "H", "H", "H", "H", "H"],
  "coordinates": [[2.1124, 0.1707, 0.1253], [1.2690, -0.1534, -0.9548], [-0.2431, 0.0390, -0.7186], [-0.5739, 1.3213, -0.1989], [-0.5271, -1.0280, 0.1532], [-2.0849, -0.9371, 0.3092], [2.0493, 1.2360, 0.3805], [1.8911, -0.4344, 1.0109], [3.1480, -0.0125, -0.1836], [-0.6947, -0.1172, -1.7014], [-0.2863, 1.3736, 0.7702], [-1.5859, 1.4115, -0.2760], [-2.3265, -1.8660, -0.0428], [-2.1474, -1.0035, 1.3267]],
  "e_lumo_ev": 0.9,
  "smiles": "CO[C@H](N)ON",
  "molar_mass_g_mol": 92.098,
  "charge": 0,
  "homo_energy_ha": -0.361,
  "largest_force_ev_per_a": 3.36
}

***

{
  "formula": "C2H8N2O4",
  "method": "wB97M-V/def2-TZVPD",
  "symbols": ["O", "C", "N", "C", "N", "O", "H", "H", "H", "H", "H", "H", "O", "H", "H", "O"],
  "coordinates": [[-0.9620, 0.4254, -3.1905], [-1.5464, 0.3810, -2.1403], [-0.8725, 0.2456, -0.9250], [0.4773, 0.4294, -0.8246], [1.1792, 0.9652, -1.9024], [1.1089, 0.2181, 0.2052], [-2.6343, 0.4955, -2.0810], [-1.2333, -0.2038, -0.1110], [0.6780, 0.9306, -2.8139], [2.1822, 0.9630, -1.6972], [2.0375, -1.7211, 1.1531], [2.3127, -1.7500, 2.7048], [1.7493, -2.0704, 1.9931], [-0.7100, 0.3669, 3.2816], [-2.2567, 0.4395, 3.2947], [-1.5100, -0.1147, 3.0534]],
  "multiplicity": 2,
  "e_lumo_ev": [-4.8, -10.0],
  "molar_mass_g_mol": 124.096,
  "charge": 1,
  "homo_energy_ha": [-0.528, -0.527],
  "largest_force_ev_per_a": 1.77
}

***

{
  "formula": "C2H8N2OP2",
  "method": "wB97M-V/def2-TZVPD",
  "symbols": ["C", "C", "N", "N", "O", "P", "P", "H", "H", "H", "H", "H", "H", "H", "H"],
  "coordinates": [[0.2702, 0.9420, 0.4763], [1.0965, -1.3767, 0.0506], [-2.4005, 0.2276, 0.2286], [0.0444, -0.4898, 0.4137], [-1.6088, -2.3599, -0.0460], [-3.9619, 0.6312, 0.1313], [-1.3860, -0.9258, -0.2292], [0.0735, 1.4007, -0.5940], [-0.4326, 1.3590, 1.2948], [1.2309, 1.2596, 0.7759], [1.8352, -0.7021, -0.4639], [1.7179, -1.8399, 0.8454], [0.7586, -2.3183, -0.4537], [-3.7531, 1.9280, 0.7353], [-1.0548, -0.2369, -2.6050]],
  "e_lumo_ev": [-2.0, -2.1],
  "molar_mass_g_mol": 138.047,
  "charge": 0,
  "homo_energy_ha": [-0.331, -0.298],
  "largest_force_ev_per_a": 3.11
}

***

{
  "formula": "C2H8N2PS",
  "method": "wB97M-V/def2-TZVPD",
  "symbols": ["H", "P", "N", "C", "N", "S", "C", "H", "H", "H", "H", "H", "H", "H"],
  "coordinates": [[-1.8148, -2.3519, 2.1458], [-1.3343, -1.8792, 0.8796], [-0.8800, -0.4325, 1.2532], [-0.1098, 0.3506, 0.4155], [0.7409, 1.2485, 1.3094], [1.1754, -0.2980, -0.7663], [0.1513, -0.5488, -2.2512], [-0.6712, 1.2105, -0.1524], [0.0300, 1.8250, 1.8921], [1.3986, 1.8699, 0.7787], [1.4179, 0.7159, 1.7587], [0.9100, -0.4952, -2.9367], [-0.6869, 0.2563, -2.1314], [-0.3270, -1.4710, -2.1950]],
  "e_lumo_ev": -4.9,
  "smiles": "[H]/P=N/[C@@H]([NH3+])SC",
  "molar_mass_g_mol": 123.141,
  "charge": 1,
  "homo_energy_ha": -0.492,
  "largest_force_ev_per_a": 4.72
}

***

{
  "formula": "C2H8N2S",
  "method": "wB97M-V/def2-TZVPD",
  "symbols": ["H", "N", "C", "N", "H", "H", "H", "C", "S", "H", "H", "H", "H"],
  "coordinates": [[-4.8320, 2.3975, 0.9294], [-5.7575, 2.0798, 0.9410], [-5.5794, 0.9131, 0.4445], [-4.6828, 0.6915, -0.6079], [-6.2325, 0.0771, 0.8144], [-4.0701, -0.1344, -0.7107], [-5.2067, 1.1811, -1.3759], [5.9474, -0.7434, 0.1570], [5.6529, -2.3812, -0.5412], [5.5856, -0.1327, -0.6092], [7.0048, -0.4533, 0.3282], [5.3075, -0.6978, 1.0836], [6.8629, -2.7974, -0.8530]],
  "e_lumo_ev": 1.0,
  "smiles": "[H]/N=C\\N.CS",
  "molar_mass_g_mol": 92.167,
  "charge": 0,
  "homo_energy_ha": -0.332,
  "largest_force_ev_per_a": 2.96
}